(1)
A molecular structure, C20H33N5O5S3TeZn. Source: the OMol25 dataset; level of theory: ωB97M-V/def2-TZVPD.

```
68
Properties=species:S:1:pos:R:3:forces:R:3:nbo_charge:R:1
Zn -0.381 0.509 -0.402 -0.106 -0.081 0.053 1.69
N 1.977 0.920 -3.883 -0.058 0.003 -0.020 -0.60
C 2.214 -0.251 -4.635 0.038 0.002 -0.014 0.20
C 3.007 -0.189 -5.766 0.007 -0.007 -0.002 -0.24
C 3.251 -1.338 -6.508 0.004 0.010 -0.003 -0.20
C 2.714 -2.547 -6.103 -0.009 -0.001 0.011 -0.20
C 1.928 -2.604 -4.957 0.014 0.000 -0.017 -0.20
C 1.666 -1.458 -4.227 -0.001 -0.035 0.012 -0.25
S 0.608 -1.590 -2.810 0.007 0.056 -0.053 0.51
N 0.756 -0.036 -2.113 -0.008 -0.015 0.045 -0.78
C 1.345 0.951 -2.684 0.002 -0.014 0.016 0.44
C 1.350 2.260 -1.961 0.001 0.005 0.007 0.15
C 2.225 3.287 -2.263 -0.021 -0.002 0.010 -0.24
C 2.142 4.461 -1.522 0.011 -0.007 -0.011 -0.14
C 1.199 4.560 -0.521 -0.001 -0.003 -0.003 -0.23
C 0.368 3.475 -0.265 -0.020 -0.001 0.023 0.10
N 0.454 2.356 -0.976 0.093 -0.051 -0.069 -0.54
H 2.248 1.795 -4.294 0.009 0.000 0.009 0.41
H 3.434 0.759 -6.071 0.000 0.002 0.001 0.21
H 3.864 -1.281 -7.397 0.000 -0.001 0.000 0.22
H 2.901 -3.447 -6.671 -0.001 -0.002 0.001 0.22
H 1.507 -3.549 -4.635 0.000 0.001 0.005 0.23
H 2.981 3.179 -3.028 0.009 0.017 0.004 0.22
H 2.817 5.280 -1.730 -0.001 0.001 -0.002 0.23
H 1.102 5.458 0.072 -0.009 -0.001 0.003 0.24
H -0.404 3.470 0.497 0.006 0.009 0.004 0.29
C -1.619 -3.373 4.623 -0.011 -0.037 -0.011 -0.82
S -1.540 -1.907 3.589 0.092 0.071 -0.031 1.29
C -3.168 -2.073 2.875 -0.023 -0.039 0.022 -0.83
O -0.530 -2.279 2.527 -0.076 0.009 0.028 -1.06
H -2.410 -3.257 5.363 -0.004 0.004 -0.004 0.23
H -0.657 -3.470 5.122 0.006 -0.002 0.002 0.23
H -1.802 -4.239 3.986 0.001 -0.011 0.020 0.23
H -3.889 -1.915 3.678 -0.010 -0.001 -0.015 0.23
H -3.268 -3.067 2.440 -0.008 0.008 -0.004 0.23
H -3.292 -1.294 2.128 0.020 0.010 -0.004 0.29
C 2.559 -0.745 3.391 0.000 -0.002 -0.032 -0.64
C 2.309 0.715 3.002 0.004 -0.023 0.004 0.10
C 1.301 1.354 3.953 0.000 0.003 0.003 -0.63
C 3.620 1.493 3.028 -0.001 0.003 -0.004 -0.60
N 1.805 0.850 1.617 -0.016 -0.012 0.008 -0.48
N 0.567 0.171 1.383 0.027 0.138 -0.028 -0.86
H 2.965 -0.804 4.402 -0.004 0.002 0.005 0.21
H 3.284 -1.205 2.712 0.002 0.003 0.006 0.20
H 1.643 -1.337 3.365 0.002 0.006 0.014 0.23
H 1.699 1.351 4.968 0.003 0.005 -0.004 0.21
H 0.350 0.818 3.967 -0.001 -0.003 -0.003 0.23
H 1.101 2.385 3.659 -0.004 0.003 -0.003 0.22
H 4.064 1.457 4.024 0.001 -0.001 -0.001 0.21
H 3.448 2.535 2.757 0.002 0.003 0.003 0.22
H 4.341 1.066 2.325 0.000 0.000 0.000 0.20
H 2.486 0.435 0.988 -0.003 0.006 0.002 0.34
H -0.192 0.609 1.939 0.024 -0.051 0.020 0.45
H 0.563 -0.805 1.692 -0.051 -0.036 -0.011 0.41
O -4.086 1.062 1.167 0.036 0.011 0.009 -1.00
S -2.650 1.135 1.067 -0.043 0.140 0.006 2.57
O -2.105 2.434 0.627 -0.037 -0.069 0.020 -1.09
O -1.968 0.718 2.318 0.038 -0.032 0.011 -1.09
O -2.201 0.124 -0.030 0.008 -0.046 -0.056 -1.20
C -1.547 -4.204 -2.141 0.000 0.006 -0.035 -0.91
Te -1.333 -3.157 -0.293 0.039 0.095 0.074 0.54
C 0.386 -4.291 0.248 -0.009 -0.027 -0.011 -0.89
H -1.740 -5.257 -1.953 -0.001 -0.001 -0.001 0.22
H -0.647 -4.099 -2.747 0.002 -0.005 0.003 0.20
H -2.390 -3.773 -2.678 0.003 -0.005 -0.011 0.23
H 1.164 -4.141 -0.498 0.013 -0.003 0.012 0.21
H 0.137 -5.347 0.324 -0.003 -0.002 -0.014 0.21
H 0.707 -3.917 1.216 0.016 -0.002 -0.002 0.25
```
Positions in Å, forces in eV/Å.

**Energy relative to the best compared isomer or geometry (same formula, charge and spin)**: 0.705 eV
**Charge**: 0
**Lowest unoccupied orbital energy**: -0.034 Ha
**HOMO-LUMO gap**: 6.417 eV
**F_max**: 0.1 eV/A
**Calculated total energy**: -4673.82128 hartree


(2)
2 unconnected molecules or ions with the total composition C2H3Cl3S at a distorted geometry. Source: the OMol25 dataset; level of theory: ωB97M-V/def2-TZVPD.

```
9
Properties=species:S:1:pos:R:3:forces:R:3:nbo_charge:R:1
C 1.464 0.483 0.737 -0.009 -1.019 -0.387 -0.33
C -2.009 0.479 -0.022 2.610 -1.355 1.082 -0.42
S 2.221 -0.859 1.428 1.118 1.339 0.643 0.18
Cl 2.536 1.548 -0.031 0.096 0.418 0.258 0.05
Cl -3.310 -0.480 0.659 -0.450 0.152 0.264 -0.02
Cl -1.690 2.056 0.726 -0.255 -0.150 0.303 -0.03
H -2.246 0.727 -1.026 -0.015 -0.284 -0.872 0.22
H -1.043 -0.184 0.147 -1.914 1.731 -0.772 0.25
H 3.551 -0.359 1.617 -1.182 -0.833 -0.520 0.10
```
Positions in Å, forces in eV/Å.

**Energy relative to the best compared isomer or geometry (same formula, charge and spin)**: 3.002 eV
**Charge**: 0
**Lowest unoccupied orbital energy**: -0.031 Ha
**HOMO-LUMO gap**: 8.612 eV
**F_max**: 3.1 eV/A
**Calculated total energy**: -1856.65592 hartree